[1]
Here is a structure of composition C52H55F5O3SeSiV in a non-equilibrium geometry from OMol25. Energies are from wB97M-V/def2-TZVPD.

The orbital gap (alpha / beta) is 4.19 / 6.13 eV. The total charge is -2. The calculation puts the HOMO energy (alpha / beta) at -0.3199 / -2.2563 eV. The spin multiplicity is 4. As for the expectation value of S²: 3.760. The relative energy (zero: lowest compared OMol25 entry of this formula, charge and spin) comes out at 686.3 kcal/mol.

Cartesian coordinates (Å):
V1 1.644 0.922 0.192
C1 1.636 -5.832 4.138
C2 0.744 -5.387 3.013
C3 -0.611 -5.184 3.924
C4 0.616 -6.612 2.256
C5 1.252 -4.215 2.316
C6 0.868 -2.910 2.633
C7 1.209 -1.769 1.867
Se1 0.590 -0.076 2.317
C8 -1.124 -0.211 1.473
C9 -2.179 -0.785 2.253
C10 -3.192 -1.290 1.550
C11 -3.215 -1.063 0.227
C12 -2.372 -0.378 -0.608
C13 -1.188 -0.060 -0.037
O1 -0.015 0.317 -0.506
C14 -2.701 -0.376 -2.121
C15 -3.878 0.653 -2.276
C16 -1.500 0.295 -2.904
C17 -3.037 -1.786 -2.718
C18 -4.430 -2.037 2.194
C19 -4.011 -2.183 3.691
C20 -5.848 -1.486 2.052
C21 -4.419 -3.486 1.551
C22 1.994 -2.008 0.694
O2 2.484 -0.922 0.101
C23 2.232 -3.361 0.240
C24 1.783 -4.388 1.083
C25 2.769 -3.581 -1.253
C26 3.989 -2.814 -1.617
C27 1.578 -2.975 -2.040
C28 2.958 -5.120 -1.546
H1 1.019 -6.573 4.643
H2 1.647 -4.905 4.789
H3 2.619 -6.364 3.619
H4 -0.608 -6.231 4.706
H5 -1.459 -4.765 3.131
H6 -0.362 -4.139 4.703
H7 0.096 -7.255 2.739
H8 2.007 -7.168 2.039
H9 0.527 -6.225 0.948
H10 0.230 -2.575 3.961
H11 -1.753 -0.580 3.328
H12 -3.915 -1.543 -0.210
H13 -3.460 1.553 -2.421
H14 -4.477 0.529 -1.428
H15 -4.250 0.288 -3.087
H16 -1.189 1.481 -2.791
H17 -1.802 0.333 -3.794
H18 -0.471 -0.877 -3.366
H19 -3.914 -1.946 -2.190
H20 -2.259 -2.619 -2.620
H21 -3.481 -1.896 -3.844
H22 -3.434 -1.126 3.881
H23 -3.161 -2.814 3.974
H24 -4.974 -2.467 4.363
H25 -6.390 -0.588 1.428
H26 -6.258 -1.084 2.854
H27 -6.564 -2.212 1.911
H28 -4.349 -3.715 0.632
H29 -5.464 -3.783 1.528
H30 -3.760 -4.119 2.020
H31 2.131 -5.454 0.648
H32 3.658 -1.561 -2.070
H33 4.490 -3.020 -2.590
H34 4.769 -3.248 -0.718
H35 0.974 -3.705 -2.390
H36 1.992 -2.400 -2.702
H37 0.439 -2.229 -1.510
H38 3.204 -5.697 -0.401
H39 3.338 -5.389 -2.570
H40 1.959 -5.813 -1.163
F1 4.706 0.549 -1.270
C29 4.790 1.426 -0.255
C30 3.793 1.484 0.643
C31 4.141 2.300 1.743
F2 3.312 2.398 2.784
C32 5.339 3.028 1.746
F3 5.602 3.905 2.840
C33 6.255 3.037 0.699
F4 7.385 3.794 0.718
C34 5.942 2.181 -0.317
F5 6.885 2.049 -1.213
O3 1.216 2.719 -0.408
Si1 0.456 3.978 -1.109
C35 1.251 5.501 -0.283
C36 2.667 5.559 -0.023
C37 3.247 6.665 0.498
C38 2.476 7.818 0.557
C39 1.104 7.796 0.318
C40 0.482 6.637 -0.108
C41 -1.399 3.894 -0.574
C42 -2.480 4.499 -1.269
C43 -3.878 4.320 -0.861
C44 -4.189 3.534 0.158
C45 -3.075 2.748 0.853
C46 -1.688 2.855 0.602
C47 0.758 3.958 -2.977
C48 0.580 5.196 -3.692
C49 0.784 5.320 -5.043
C50 1.081 4.034 -5.765
C51 1.167 2.901 -5.152
C52 1.058 2.843 -3.744
H41 3.173 4.640 -0.162
H42 4.237 6.588 0.889
H43 2.870 8.714 0.965
H44 0.522 8.730 0.724
H45 -0.569 6.507 -0.241
H46 -2.340 5.422 -1.881
H47 -4.803 4.730 -1.320
H48 -5.216 3.111 0.351
H49 -3.476 1.989 1.699
H50 -0.883 2.538 0.769
H51 0.303 6.030 -3.117
H52 0.690 6.152 -5.479
H53 1.343 4.151 -6.614
H54 1.526 1.989 -5.580
H55 0.888 1.789 -3.215

=====

[2]
Here is a structure of composition C6H13BeO4 in a non-equilibrium geometry from OMol25. Energies are from wB97M-V/def2-TZVPD.

The orbital gap (alpha / beta) is 8.71 / 9.10 eV. The total charge is 0. The calculation puts the HOMO energy (alpha / beta) at -8.1033 / -8.9774 eV. The spin multiplicity is 2. As for the expectation value of S²: 0.753. The relative energy (zero: lowest compared OMol25 entry of this formula, charge and spin) comes out at 42.1 kcal/mol.

Cartesian coordinates (Å):
C1 -3.225 0.085 0.185
O1 -2.263 -0.812 -0.366
C2 -2.313 -2.179 -0.192
H1 -3.530 -0.378 1.137
H2 -2.854 1.059 -0.167
H3 -4.233 0.090 -0.258
H4 -2.204 -3.008 -0.894
H5 -3.400 -2.193 -0.285
H6 -0.241 -2.213 -1.605
O2 -2.497 -2.280 -2.592
C3 -1.430 -2.667 -3.400
C4 -0.179 -1.981 -2.836
O3 -0.500 -0.604 -2.923
C5 0.345 0.354 -2.294
C6 -0.517 1.602 -2.093
O4 -1.745 1.301 -1.515
Be1 -2.031 -0.463 -2.185
H7 -1.552 -2.430 -4.478
H8 -1.242 -3.758 -3.334
H9 0.756 -2.227 -3.357
H10 1.234 0.547 -2.913
H11 0.658 -0.066 -1.322
H12 -0.635 2.098 -3.079
H13 0.076 2.306 -1.475

=====

[3]
Here is a structure of composition C35H41ClN2OPS2Tc in a non-equilibrium geometry from OMol25. Energies are from wB97M-V/def2-TZVPD.

The orbital gap (alpha / beta) is 6.65 / 6.19 eV. The total charge is +1. The calculation puts the HOMO energy (alpha / beta) at -9.3610 / -9.6799 eV. The spin multiplicity is 4. As for the expectation value of S²: 3.825. The relative energy (zero: lowest compared OMol25 entry of this formula, charge and spin) comes out at 35.8 kcal/mol.

Cartesian coordinates (Å):
Tc1 -7.324 -3.404 19.115
N1 -5.548 -2.081 19.248
C1 -4.772 -1.999 18.005
C2 -3.558 -1.282 17.936
C3 -2.836 -1.330 16.714
C4 -3.365 -2.070 15.631
C5 -4.670 -2.599 15.649
C6 -5.361 -2.605 16.841
P1 -7.023 -3.271 16.862
C7 -7.094 -4.737 15.814
C8 -6.036 -5.476 15.300
C9 -6.261 -6.559 14.404
C10 -7.533 -6.772 13.909
C11 -8.568 -5.982 14.393
C12 -8.420 -5.040 15.401
C13 -8.043 -1.902 16.317
C14 -7.593 -0.998 15.344
C15 -8.354 0.083 14.947
C16 -9.614 0.272 15.447
C17 -10.072 -0.629 16.413
C18 -9.375 -1.789 16.688
H1 -4.937 -2.460 19.981
H2 -5.737 -1.107 19.632
H3 -3.145 -0.735 18.793
H4 -1.854 -0.890 16.606
H5 -2.762 -2.147 14.717
H6 -5.178 -2.889 14.744
H7 -5.029 -5.272 15.602
H8 -5.404 -7.152 14.017
H9 -7.747 -7.459 13.060
H10 -9.571 -6.143 14.009
H11 -9.270 -4.585 15.853
H12 -6.632 -1.171 14.767
H13 -8.033 0.743 14.140
H14 -10.299 1.072 15.111
H15 -11.042 -0.455 16.943
H16 -9.853 -2.598 17.242
C19 -11.386 -2.768 21.179
C20 -10.159 -3.199 20.400
S1 -8.779 -2.066 20.117
C21 -10.150 -4.474 19.857
C22 -11.443 -5.247 19.793
S2 -8.660 -5.317 19.229
H17 -12.329 -2.683 20.651
H18 -11.240 -1.792 21.645
H19 -11.580 -3.567 21.965
H20 -12.233 -4.581 19.326
H21 -11.798 -5.509 20.778
H22 -11.331 -6.137 19.195
C23 -6.130 1.597 18.564
O1 -5.486 0.848 19.645
H23 -7.079 1.098 18.367
H24 -5.477 1.594 17.611
H25 -6.304 2.667 18.833
H26 -4.856 1.465 20.089
C24 -5.157 -7.492 21.444
C25 -4.359 -6.125 21.458
C26 -2.934 -6.274 20.950
C27 -4.401 -5.491 22.870
C28 -5.030 -5.242 20.468
N2 -5.765 -4.620 19.820
H27 -4.957 -8.092 22.305
H28 -4.790 -8.007 20.565
H29 -6.173 -7.308 21.365
H30 -2.337 -6.976 21.589
H31 -2.360 -5.360 20.847
H32 -2.841 -6.648 19.924
H33 -3.861 -6.130 23.605
H34 -5.398 -5.419 23.223
H35 -4.058 -4.464 22.869
Cl1 1.187 -0.650 21.474
C29 -0.196 -0.491 22.468
C30 -0.680 -1.472 23.329
C31 -1.807 -1.277 24.106
C32 -2.699 -0.175 23.832
C33 -3.919 -0.055 24.490
C34 -2.211 0.834 22.935
C35 -1.008 0.680 22.242
H36 -0.135 -2.424 23.402
H37 -2.058 -1.934 24.910
H38 -4.535 0.846 24.435
H39 -4.398 -0.941 24.866
H40 -2.928 1.604 22.690
H41 -0.767 1.462 21.516

=====

[4]
Here is a cluster of 4 separate species, C2H10O3 in total in a non-equilibrium geometry from OMol25. Energies are from wB97M-V/def2-TZVPD.

The orbital gap is 10.53 eV. The total charge is 0. The calculation puts the HOMO energy at -10.0903 eV. As for the SMILES: C=C.O.O.O. The relative energy (zero: lowest compared OMol25 entry of this formula, charge and spin) comes out at 22.9 kcal/mol.

Cartesian coordinates (Å):
C1 1.245 -2.154 -1.029
C2 1.197 -0.831 -1.109
H1 0.578 -2.655 -0.334
H2 1.637 -2.853 -1.757
H3 0.453 -0.347 -0.490
H4 1.699 -0.174 -1.801
O1 -1.452 1.319 -1.390
H5 -1.958 1.834 -2.016
H6 -1.959 0.492 -1.305
O2 0.424 2.032 0.601
H7 0.617 2.980 0.436
H8 -0.172 1.795 -0.120
O3 -0.865 -0.959 2.700
H9 -0.772 -1.875 2.467
H10 -0.071 -0.542 2.408

=====

[5]
Here is a cluster of 5 separate species, C42H72F13N2O12 in total in a non-equilibrium geometry from OMol25. Energies are from wB97M-V/def2-TZVPD.

The orbital gap is 8.44 eV. The total charge is +1. The calculation puts the HOMO energy at -11.7247 eV.

Cartesian coordinates (Å):
C1 -5.307 -2.339 3.519
O1 -6.222 -3.406 3.572
C2 -6.008 -4.356 2.547
C3 -4.816 -5.293 2.855
C4 -3.516 -4.943 2.081
C5 -2.861 -6.241 1.528
C6 -1.880 -5.886 0.375
C7 -0.554 -6.688 0.483
C8 0.539 -6.085 -0.420
C9 1.549 -5.096 0.244
C10 1.524 -4.977 1.777
C11 0.480 -4.013 2.381
C12 0.549 -2.557 1.864
C13 -0.912 -2.103 1.563
C14 -1.062 -0.835 0.698
C15 -0.001 -0.521 -0.345
C16 1.257 0.113 0.348
C17 2.582 -0.240 -0.318
O2 1.925 1.073 -0.401
N1 -1.363 0.285 1.655
C18 -2.092 1.319 0.864
C19 -3.269 0.464 0.353
C20 -4.388 0.191 1.384
C21 -4.987 1.482 2.007
O3 -5.192 1.276 3.415
C22 -6.370 1.871 1.459
N2 -7.366 0.775 1.493
C23 -2.461 -0.872 -0.045
F1 -3.334 -1.879 0.409
C24 -2.478 -1.112 -1.560
C25 -2.039 -2.548 -1.950
C26 -2.962 -3.165 -3.020
O4 -3.537 -4.368 -2.499
H1 -4.458 -2.465 4.207
H2 -4.892 -2.196 2.507
H3 -5.841 -1.414 3.764
H4 -5.863 -3.854 1.576
H5 -6.899 -4.977 2.426
H6 -5.117 -6.309 2.588
H7 -4.579 -5.295 3.923
H8 -3.682 -4.250 1.248
H9 -2.757 -4.501 2.741
H10 -2.345 -6.781 2.328
H11 -3.620 -6.923 1.135
H12 -2.372 -6.208 -0.548
H13 -1.698 -4.810 0.283
H14 -0.273 -6.872 1.522
H15 -0.799 -7.676 0.073
H16 1.080 -6.888 -0.927
H17 0.011 -5.540 -1.213
H18 1.434 -4.116 -0.233
H19 2.559 -5.426 -0.020
H20 1.425 -5.933 2.296
H21 2.507 -4.589 2.079
H22 -0.521 -4.448 2.309
H23 0.713 -3.963 3.452
H24 0.929 -1.909 2.665
H25 1.222 -2.428 1.014
H26 -1.382 -1.954 2.543
H27 -1.416 -2.969 1.134
H28 0.366 -1.394 -0.875
H29 -0.284 0.304 -0.998
H30 1.255 0.195 1.432
H31 2.302 -0.932 -1.102
H32 3.493 -0.241 0.259
H33 -0.572 0.752 2.109
H34 -2.014 0.065 2.412
H35 -2.322 2.243 1.395
H36 -1.586 1.684 -0.033
H37 -3.746 0.748 -0.585
H38 -4.024 -0.412 2.227
H39 -5.199 -0.374 0.927
H40 -4.310 2.346 1.933
H41 -4.349 1.338 3.879
H42 -6.295 2.329 0.470
H43 -6.754 2.624 2.156
H44 -7.086 0.115 2.216
H45 -7.223 0.278 0.615
H46 -1.970 -0.343 -2.148
H47 -3.533 -1.054 -1.844
H48 -1.014 -2.575 -2.330
H49 -2.095 -3.233 -1.100
H50 -3.796 -2.499 -3.280
H51 -2.414 -3.401 -3.938
H52 -3.756 -4.930 -3.253
C27 4.315 2.220 -2.228
C28 3.447 3.455 -2.188
O5 4.107 4.569 -2.812
C29 4.024 4.629 -4.139
O6 3.453 3.847 -4.840
C30 4.744 5.886 -4.646
F2 5.931 6.047 -4.031
F3 4.015 6.990 -4.411
F4 4.972 5.831 -5.957
H53 5.291 2.425 -1.785
H54 3.825 1.427 -1.682
H55 4.490 1.894 -3.254
H56 3.268 3.746 -1.154
H57 2.475 3.278 -2.648
C31 7.802 7.193 -1.812
C32 8.955 6.373 -2.346
O7 10.156 6.601 -1.585
C33 10.257 5.910 -0.454
O8 9.444 5.143 -0.028
C34 11.604 6.198 0.220
F5 11.900 7.507 0.227
F6 12.599 5.561 -0.426
F7 11.618 5.784 1.490
H58 8.064 8.251 -1.774
H59 6.927 7.071 -2.438
H60 7.544 6.889 -0.796
H61 9.183 6.672 -3.368
H62 8.714 5.310 -2.365
C35 -10.925 0.786 1.211
C36 -10.440 2.191 1.491
O9 -11.049 3.133 0.587
C37 -12.270 3.553 0.913
O10 -12.890 3.215 1.878
C38 -12.759 4.582 -0.115
F8 -12.504 4.186 -1.374
F9 -12.144 5.765 0.068
F10 -14.072 4.786 -0.014
H63 -10.758 0.526 0.165
H64 -10.401 0.070 1.842
H65 -11.996 0.696 1.399
H66 -9.368 2.251 1.321
H67 -10.621 2.480 2.527
C39 12.749 2.339 -0.873
C40 12.268 2.005 -2.269
O11 11.493 0.791 -2.275
C41 10.215 0.915 -1.935
O12 9.666 1.933 -1.629
C42 9.515 -0.448 -2.033
F11 10.251 -1.429 -1.491
F12 9.288 -0.775 -3.318
F13 8.333 -0.436 -1.404
H68 13.298 1.499 -0.446
H69 13.398 3.212 -0.893
H70 11.910 2.548 -0.207
H71 13.120 1.824 -2.922
H72 11.695 2.824 -2.704

=====

[6]
Here is the molecule C5H8O in a non-equilibrium geometry from OMol25. Energies are from wB97M-V/def2-TZVPD.

The orbital gap is 10.83 eV. The total charge is 0. The calculation puts the HOMO energy at -9.7200 eV. As for the SMILES: CC(=O)C1CC1. The relative energy (zero: lowest compared OMol25 entry of this formula, charge and spin) comes out at 31.4 kcal/mol.

Cartesian coordinates (Å):
C1 0.910 1.382 -1.462
C2 0.325 0.204 -0.747
O1 0.610 -0.862 -1.272
C3 -0.417 0.206 0.533
C4 -1.246 -1.043 0.728
C5 0.016 -0.890 1.494
H1 1.139 2.284 -0.872
H2 1.691 0.721 -1.874
H3 0.322 1.655 -2.343
H4 -0.759 1.146 0.955
H5 -1.228 -1.727 -0.115
H6 -2.195 -0.927 1.235
H7 -0.042 -0.666 2.554
H8 0.875 -1.481 1.186

=====

[7]
Here is a structure of composition C8H6N2O in a non-equilibrium geometry from OMol25. Energies are from wB97M-V/def2-TZVPD.

The orbital gap (alpha / beta) is 7.30 / 5.68 eV. The total charge is 0. The calculation puts the HOMO energy (alpha / beta) at -6.5136 / -8.0556 eV. The spin multiplicity is 3. As for the expectation value of S²: 2.027. The relative energy (zero: lowest compared OMol25 entry of this formula, charge and spin) comes out at 35.8 kcal/mol.

Cartesian coordinates (Å):
C1 -0.288 1.494 0.796
C2 0.977 -1.747 0.641
C3 -2.005 0.627 0.184
C4 0.018 1.309 2.140
C5 0.494 -0.574 1.208
C6 0.018 0.257 0.139
C7 0.844 -1.695 -0.696
C8 -0.146 0.006 -2.235
N1 0.504 0.053 2.354
N2 0.223 -0.408 -1.052
O1 -2.233 0.527 -0.962
H1 -0.516 2.552 0.337
H2 1.402 -2.518 1.172
H3 1.289 -2.266 -1.372
H4 -0.200 1.934 2.937
H5 -0.300 1.031 -2.483
H6 -0.084 -0.583 -3.109

=====

[8]
Here is a structure of composition C22H29O6P in a non-equilibrium geometry from OMol25. Energies are from wB97M-V/def2-TZVPD.

The orbital gap is 8.42 eV. The total charge is 0. The calculation puts the HOMO energy at -8.2494 eV.

Cartesian coordinates (Å):
C1 -3.661 -2.157 1.776
C2 -2.493 -2.383 0.861
O1 -1.350 -2.893 1.614
P1 0.114 -2.324 1.224
C3 0.998 -3.725 0.602
C4 1.279 -3.759 -0.818
O2 2.290 -4.268 -1.328
O3 0.347 -3.096 -1.607
C5 0.999 -2.383 -2.699
C6 1.724 -1.138 -2.266
O4 0.097 -1.057 0.460
O5 0.780 -2.189 2.706
C7 1.749 -1.135 2.862
C8 2.014 -0.870 4.318
H1 -4.528 -1.906 1.170
H2 -3.871 -3.041 2.374
H3 -3.468 -1.316 2.443
H4 -2.700 -3.114 0.073
H5 -2.214 -1.433 0.389
H6 0.611 -4.797 1.105
H7 1.732 -3.065 -3.142
H8 0.257 -2.134 -3.474
H9 1.755 -0.466 -3.126
H10 1.243 -0.671 -1.399
H11 2.765 -1.372 -2.025
H12 2.686 -1.412 2.352
H13 1.338 -0.233 2.391
H14 2.824 -0.141 4.363
H15 1.137 -0.443 4.805
H16 2.303 -1.763 4.871
C9 -1.824 -5.791 6.755
O6 -0.600 -5.045 6.574
C10 0.183 -5.343 5.502
C11 1.228 -4.436 5.208
C12 1.798 -4.444 3.956
C13 1.433 -5.422 3.023
C14 1.827 -5.174 1.600
C15 2.056 -6.391 0.761
C16 3.359 -6.517 0.287
C17 3.751 -7.635 -0.433
C18 2.793 -8.600 -0.756
C19 1.494 -8.504 -0.240
C20 1.081 -7.343 0.440
C21 0.566 -6.461 3.403
C22 -0.038 -6.456 4.660
H17 -2.265 -5.345 7.646
H18 -2.487 -5.667 5.884
H19 -1.629 -6.861 6.931
H20 1.483 -3.684 5.950
H21 2.582 -3.722 3.700
H22 2.694 -4.520 1.585
H23 4.032 -5.679 0.471
H24 4.748 -7.650 -0.858
H25 3.071 -9.436 -1.404
H26 0.733 -9.247 -0.491
H27 0.022 -7.175 0.719
H28 0.374 -7.312 2.748
H29 -0.737 -7.247 4.960

=====

> Which of these has the lowest total charge?

C52H55F5O3SeSiV